Entry 1:
Formula: CH7NO
Source: the Open Molecules 2025 dataset
Level of theory: ωB97M-V/def2-TZVPD

Structure (XYZ):
```
10
Properties=species:S:1:pos:R:3:forces:R:3
C 0.248 -0.532 -1.239 0.2 -0.5 -0.2
N -1.024 -0.300 -0.540 0.2 -0.5 0.5
H 0.277 -0.130 -2.250 -0.2 0.3 0.0
H 0.536 -1.586 -1.339 -0.1 0.0 0.1
H 1.035 -0.064 -0.652 0.1 0.2 -0.1
H -1.628 -1.113 -0.567 -0.1 -0.1 -0.8
H -0.753 -0.360 0.433 0.0 0.6 0.4
O 0.434 1.087 1.833 0.2 -0.8 -0.5
H -0.334 1.367 2.329 0.2 0.5 0.2
H 1.210 1.630 1.991 -0.4 0.2 0.4
```
Forces are in eV/Å.

The spin multiplicity is 1. The structure (SMILES) is CN.O. The frontier orbital gap is 10.08 eV. Its charge is 0. The value obtained for the HOMO energy is -0.339 Ha. The energy relative to the best compared isomer or geometry (same formula, charge and spin) comes out at 26.74 kJ/mol.

Results of the natural (NBO) charge analysis, in e, for atoms 1 through 2: -0.42 -0.82


Entry 2:
Formula: CH7NO
Source: the Open Molecules 2025 dataset
Level of theory: ωB97M-V/def2-TZVPD

Structure (XYZ):
```
10
Properties=species:S:1:pos:R:3:forces:R:3
C 1.203 -0.320 -0.398 1.2 -0.1 1.6
N 0.058 -1.219 -0.544 -1.7 1.1 -1.8
H 1.489 -0.354 0.766 -0.3 0.6 -2.7
H 2.078 -0.622 -1.028 -0.3 0.1 0.8
H 0.978 0.756 -0.781 -0.1 -1.9 1.1
H -0.293 -1.099 -1.503 0.0 -0.2 0.7
H -0.028 -2.217 -0.364 1.3 0.5 0.4
O -1.661 2.090 1.159 1.0 -2.1 -0.3
H -1.374 1.140 1.078 0.6 1.3 -0.5
H -2.450 1.845 1.613 -1.5 0.7 0.8
```
Forces are in eV/Å.

The spin multiplicity is 1. The structure (SMILES) is CN.O. The frontier orbital gap is 10.15 eV. Its charge is 0. The value obtained for the HOMO energy is -0.337 Ha. The energy relative to the best compared isomer or geometry (same formula, charge and spin) comes out at 76.78 kJ/mol.

Results of the natural (NBO) charge analysis, in e, for atoms 1 through 2: -0.41 -0.89


Entry 3:
Formula: CH7NO2
Source: the Open Molecules 2025 dataset
Level of theory: ωB97M-V/def2-TZVPD

Structure (XYZ):
```
11
Properties=species:S:1:pos:R:3:forces:R:3
C -0.992 -1.101 -0.019 0.0 2.7 1.6
N -1.512 0.017 -0.291 -0.7 -3.4 -0.1
H 0.080 -1.082 0.268 0.9 -0.5 -0.6
H -1.603 -1.895 0.412 -0.4 -0.5 -0.6
H -2.504 0.059 -0.573 0.2 1.1 -0.2
H 0.196 2.366 0.227 0.2 -0.3 -0.4
H -0.349 1.039 -0.440 0.3 0.6 -0.2
O 0.448 1.638 -0.377 -0.3 0.4 0.3
H 2.746 -0.772 0.403 -0.1 -0.1 0.1
H 1.685 0.335 0.117 0.1 0.6 -0.1
O 1.806 -0.604 0.272 -0.1 -0.5 0.0
```
Forces are in eV/Å.

The spin multiplicity is 2. The frontier orbital gap (spin up / spin down) is 10.16 / 5.88 eV. Its charge is +1. The value obtained for the HOMO energy (spin up / spin down) is -0.593 / -0.591 Ha. The energy relative to the best compared isomer or geometry (same formula, charge and spin) comes out at 100.53 kJ/mol.

Results of the natural (NBO) charge analysis, in e, for atoms 1 through 2: 0.05 -0.32


Entry 4:
Formula: CH7NOS2
Source: the Open Molecules 2025 dataset
Level of theory: ωB97M-V/def2-TZVPD

Structure (XYZ):
```
12
Properties=species:S:1:pos:R:3:forces:R:3
N 0.701 1.009 0.369 -1.3 -1.4 -1.8
C 0.937 2.381 0.105 1.3 3.6 0.9
O 0.341 3.071 -1.094 2.0 -3.0 0.3
H 1.470 0.351 0.136 -0.6 1.0 0.0
H -0.092 0.771 -0.267 0.6 -0.2 1.0
H 0.580 3.039 0.972 0.4 -1.0 -1.2
H 2.043 2.559 -0.021 -0.9 -0.2 0.5
H 0.960 2.630 -1.744 -1.5 1.2 0.2
S -1.241 -3.892 -0.744 -0.5 0.6 2.1
S -2.123 -3.903 1.275 -1.3 -3.0 -1.5
H -0.777 -2.839 -0.039 0.7 0.3 -1.2
H -2.800 -5.177 1.052 1.0 2.1 0.6
```
Forces are in eV/Å.

The spin multiplicity is 1. The structure (SMILES) is NCO.SS. The frontier orbital gap is 8.45 eV. Its charge is 0. The value obtained for the HOMO energy is -0.324 Ha. The energy relative to the best compared isomer or geometry (same formula, charge and spin) comes out at 151.65 kJ/mol.

Results of the natural (NBO) charge analysis, in e, for atoms 1 through 2: -0.85 0.07


Entry 5:
Formula: CH7NOS2
Source: the Open Molecules 2025 dataset
Level of theory: ωB97M-V/def2-TZVPD

Structure (XYZ):
```
12
Properties=species:S:1:pos:R:3:forces:R:3
S -2.283 0.937 -5.093 -0.3 0.4 -0.2
S -1.355 -0.391 -3.891 0.1 -0.6 0.5
H -1.597 0.655 -6.205 0.1 0.0 -0.2
H -0.318 0.332 -3.451 0.2 0.2 -0.1
N 0.315 0.249 1.390 -1.2 1.0 0.8
C 0.995 -0.612 2.373 2.2 0.3 -0.9
O 0.339 -0.326 3.544 -0.7 -0.5 0.0
H -0.711 0.193 1.364 0.1 -0.6 -0.3
H 0.559 1.245 1.296 0.6 -0.4 -0.2
H 1.086 -1.636 2.001 -1.0 -0.2 0.2
H 2.041 -0.281 2.363 -0.1 0.2 0.2
H 0.929 -0.364 4.309 0.1 0.2 -0.1
```
Forces are in eV/Å.

The spin multiplicity is 2. The frontier orbital gap (spin up / spin down) is 8.64 / 2.50 eV. Its charge is +1. The value obtained for the HOMO energy (spin up / spin down) is -0.451 / -0.439 Ha. The energy relative to the best compared isomer or geometry (same formula, charge and spin) comes out at 116.15 kJ/mol.

Results of the natural (NBO) charge analysis, in e, for atoms 1 through 2: -0.08 -0.07


Entry 6:
Formula: CH7NP2
Source: the Open Molecules 2025 dataset
Level of theory: ωB97M-V/def2-TZVPD

Structure (XYZ):
```
11
Properties=species:S:1:pos:R:3:forces:R:3
C -1.978 0.366 0.239 -4.1 1.6 0.6
P -0.670 -0.879 -0.052 -0.4 0.5 0.6
N 0.611 0.137 -0.456 3.0 -0.5 1.5
P 2.129 -0.144 0.069 -4.2 0.9 2.0
H -1.917 1.038 1.163 0.3 -1.2 -1.1
H -3.091 -0.044 0.271 2.2 -0.3 0.7
H -2.331 1.057 -0.579 1.6 -0.3 0.2
H -1.116 -1.012 -1.336 -0.5 -0.7 -1.2
H 2.693 -1.060 1.043 -1.0 0.2 -0.2
H 2.763 0.978 0.517 0.2 0.9 0.4
H 2.907 -0.436 -0.879 2.8 -1.1 -3.4
```
Forces are in eV/Å.

The spin multiplicity is 1. The structure (SMILES) is CPN=[PH3]. The frontier orbital gap is 8.99 eV. Its charge is 0. The value obtained for the HOMO energy is -0.301 Ha. The energy relative to the best compared isomer or geometry (same formula, charge and spin) comes out at 178.89 kJ/mol.

Results of the natural (NBO) charge analysis, in e, for atoms 1 through 2: -1.00 0.77


Entry 7:
Formula: CH7NSi
Source: the Open Molecules 2025 dataset
Level of theory: ωB97M-V/def2-TZVPD

Structure (XYZ):
```
10
Properties=species:S:1:pos:R:3:forces:R:3
C -1.489 -0.225 -0.012 2.1 6.4 -0.5
N 0.199 0.867 0.012 -3.5 -5.0 4.5
Si 1.536 -0.198 0.218 -1.8 1.6 -2.4
H -1.300 -1.188 -0.174 1.2 -3.8 -0.4
H -2.058 0.036 0.844 -0.1 0.1 0.9
H -1.931 0.255 -0.878 -0.1 -0.1 -0.1
H -0.047 1.374 -0.715 -0.9 2.8 -4.3
H 1.942 0.123 1.503 1.3 -0.1 1.8
H 2.315 0.434 -0.915 0.7 -1.0 0.5
H 0.834 -1.476 0.116 0.9 -0.9 -0.1
```
Forces are in eV/Å.

The spin multiplicity is 1. The frontier orbital gap is 9.91 eV. Its charge is 0. The value obtained for the HOMO energy is -0.331 Ha. The energy relative to the best compared isomer or geometry (same formula, charge and spin) comes out at 336.41 kJ/mol.

Results of the natural (NBO) charge analysis, in e, for atoms 1 through 2: -0.36 -1.07


Entry 8:
Formula: CH7O2
Source: the Open Molecules 2025 dataset
Level of theory: ωB97M-V/def2-TZVPD

Structure (XYZ):
```
10
Properties=species:S:1:pos:R:3:forces:R:3
O -0.068 -1.858 0.295 -1.3 -0.9 0.3
H -0.913 -2.146 -0.101 0.3 0.3 -0.5
H -0.113 -2.417 1.094 0.7 0.5 0.2
H 0.080 -0.509 0.307 0.7 0.1 -0.1
C -0.338 1.596 -0.547 0.6 -2.1 -0.1
O 0.436 0.515 0.205 -0.4 0.9 -0.2
H -0.747 1.043 -1.392 -0.4 0.3 0.1
H -1.067 1.895 0.192 0.0 0.8 -0.3
H 0.418 2.253 -0.965 -0.3 0.5 0.6
H 1.369 0.734 0.312 0.0 -0.4 0.1
```
Forces are in eV/Å.

The spin multiplicity is 1. The frontier orbital gap is 14.00 eV. Its charge is +1. The value obtained for the HOMO energy is -0.656 Ha. The energy relative to the best compared isomer or geometry (same formula, charge and spin) comes out at 28.56 kJ/mol.

Results of the natural (NBO) charge analysis, in e, for atoms 1 through 2: -0.89 0.52


Entry 9:
Formula: CH7O2
Source: the Open Molecules 2025 dataset
Level of theory: ωB97M-V/def2-TZVPD

Structure (XYZ):
```
10
Properties=species:S:1:pos:R:3:forces:R:3
O 2.030 0.878 -0.629 -2.2 -1.0 -2.9
H 2.796 0.588 -1.122 0.3 0.0 0.0
H 2.264 1.101 0.216 1.5 0.9 3.2
H -0.252 -1.149 -0.610 -0.1 -0.3 -0.1
C -1.801 -0.501 0.752 0.3 -0.5 1.0
O -0.504 -0.391 -0.074 -0.9 0.1 0.7
H -2.125 -1.511 0.574 0.0 -0.3 -0.4
H -1.623 -0.460 1.857 0.6 0.5 -1.2
H -2.575 0.184 0.429 0.5 0.4 -0.4
H 0.121 0.357 -0.232 0.0 0.2 0.2
```
Forces are in eV/Å.

The spin multiplicity is 1. The frontier orbital gap is 12.47 eV. Its charge is +1. The value obtained for the HOMO energy is -0.610 Ha. The energy relative to the best compared isomer or geometry (same formula, charge and spin) comes out at 80.78 kJ/mol.

Results of the natural (NBO) charge analysis, in e, for atoms 1 through 2: -0.97 0.51


Entry 10:
Formula: CH7O3
Source: the Open Molecules 2025 dataset
Level of theory: ωB97M-V/def2-TZVPD

Structure (XYZ):
```
11
Properties=species:S:1:pos:R:3:forces:R:3
C -0.543 0.284 -1.401 0.7 -0.6 0.1
O 0.169 -0.853 -1.144 -0.1 0.2 0.5
H -1.450 0.058 -1.989 -0.1 0.5 -0.3
H -0.892 0.838 -0.522 -0.5 0.0 0.8
H 0.080 1.071 -1.860 -0.1 0.1 -0.8
H 0.001 -1.428 0.201 0.7 -0.6 -0.2
H 0.917 -2.198 1.400 -1.0 0.5 -0.8
O 0.005 -2.039 1.072 0.4 0.0 0.8
H 0.224 0.979 1.944 0.9 0.6 -0.1
H 0.635 1.610 0.672 0.5 0.1 0.6
O 0.854 1.676 1.629 -1.4 -1.0 -0.6
```
Forces are in eV/Å.

The spin multiplicity is 1. The frontier orbital gap is 7.72 eV. Its charge is -1. The value obtained for the HOMO energy is -0.120 Ha. The energy relative to the best compared isomer or geometry (same formula, charge and spin) comes out at 68.10 kJ/mol.

Results of the natural (NBO) charge analysis, in e, for atoms 1 through 2: -0.21 -0.94